{"formula": "C7H7BrN2O4S", "method": "the ωB97M-V functional and the def2-TZVPD basis", "multiplicity": 1, "lumo_energy_ha": -0.0208, "energy_ha": -3653.4341, "max_force_ev_per_a": 3.5, "molar_mass_g_mol": 295.1, "species": ["C", "C", "C", "C", "C", "C", "C", "N", "N", "O", "O", "O", "O", "S", "Br", "H", "H", "H", "H", "H", "H", "H"], "coordinates": [[-0.8032, 0.7177, 2.2861], [-0.2434, -0.5457, 2.5438], [1.3028, 1.2141, 0.2778], [-0.7555, 0.3530, -0.1840], [-1.0793, 1.1014, 1.0201], [0.7475, 0.2164, -0.3351], [1.6042, -0.8269, -1.0032], [-1.3828, -0.9242, -0.1359], [0.4166, -1.4836, 2.6481], [-1.2248, 1.1028, -1.3087], [0.9527, -2.4929, 2.8593], [-0.7750, -0.6767, -3.0167], [1.6539, 2.1171, 0.8664], [-1.1037, 0.6969, -2.8572], [0.8289, 1.7843, -3.6505], [-0.9929, 1.3921, 3.1130], [-1.3592, 2.1407, 0.8476], [-2.4080, -0.9033, 0.1199], [1.6428, -1.7741, -0.3873], [2.6278, -0.5189, -1.0025], [1.2619, -1.0749, -2.0138], [-0.9117, -1.6154, -0.6869]], "atomic_forces_ev_per_a": [[-0.73, 0.51, -1.45], [0.20, 0.24, 0.16], [-0.25, -0.96, -0.74], [0.80, -3.28, -0.56], [-0.30, 2.03, 1.93], [0.34, -0.48, -0.08], [-0.83, -1.68, 0.67], [-0.92, 0.72, 1.14], [-1.80, 2.06, 0.12], [-0.91, 1.32, -1.80], [1.93, -2.92, 0.28], [0.16, -1.30, 0.02], [1.39, 2.21, 1.31], [-0.31, 1.60, 0.26], [-0.26, -0.08, 0.43], [0.02, -0.11, -0.06], [-0.28, -0.21, 0.19], [2.02, -0.55, -0.88], [-0.36, 0.75, -0.62], [0.60, 0.46, -0.32], [0.27, 0.12, 0.25], [-0.80, -0.47, -0.23]], "nbo_charge": [-0.242, 0.137, 0.760, 0.345, -0.185, -0.392, -0.621, -0.864, 0.247, -0.727, -0.388, -0.901, -0.436, 1.583, -0.307, 0.249, 0.237, 0.406, 0.217, 0.234, 0.243, 0.407]}

{"formula": "C7H7Cl2NO2Si", "method": "the ωB97M-V functional and the def2-TZVPD basis", "multiplicity": 1, "lumo_energy_ha": [-0.0621, -0.0622], "e_above_lowest_kj_mol": 347.9, "smiles": "C=C1C=CC=C[C@@H]1O[N+]([O-])=[Si](Cl)Cl", "energy_ha": -1685.9091, "max_force_ev_per_a": 6.1, "molar_mass_g_mol": 236.1, "species": ["C", "C", "C", "C", "C", "C", "C", "O", "N", "O", "Si", "Cl", "Cl", "H", "H", "H", "H", "H", "H", "H"], "coordinates": [[2.4454, -0.1170, 0.7178], [1.1699, 0.1283, 0.9777], [0.7270, 0.0074, 2.3710], [-0.5758, 0.0366, 2.6820], [-1.5999, 0.3261, 1.6281], [-1.2749, 0.5115, 0.3344], [0.1727, 0.4987, -0.1034], [0.1817, -0.3887, -1.2222], [-0.3828, 0.1599, -2.4131], [-0.3999, 1.3936, -2.4533], [-0.2027, -1.0170, -3.7653], [-1.5452, -0.2067, -4.9650], [-0.7280, -2.9244, -3.2173], [2.7694, -0.1468, -0.3874], [3.0718, -0.2790, 1.4647], [1.3239, -0.3649, 3.2392], [-0.8649, -0.1208, 3.7057], [-2.6567, 0.3400, 2.0790], [-1.9076, 0.5692, -0.4158], [0.2767, 1.5939, -0.2569]], "atomic_forces_ev_per_a": [[-2.18, 0.73, -5.63], [0.44, -0.48, 0.32], [-1.11, -0.84, 1.07], [-0.08, 0.93, -1.44], [-1.11, -0.11, 1.18], [2.78, -1.26, 5.21], [-1.76, 1.18, 1.56], [0.66, 0.07, -0.66], [0.88, 2.29, 1.78], [-0.36, -2.15, -0.45], [1.58, -0.60, 0.09], [-1.37, 0.47, -1.26], [-0.25, 0.14, 0.19], [-0.18, 0.08, 2.02], [2.97, -0.87, 2.99], [0.39, 0.62, -1.36], [-0.35, -0.09, 0.09], [1.47, 0.02, -1.37], [-3.30, 0.61, -3.23], [0.86, -0.73, -1.09]], "nbo_charge": [-0.327, -0.060, -0.205, -0.209, -0.221, -0.162, -0.017, -0.355, 0.085, -0.345, 1.039, -0.354, -0.359, 0.203, 0.191, 0.225, 0.212, 0.218, 0.197, 0.245]}

{"formula": "C7H7Cl2OP", "method": "the ωB97M-V functional and the def2-TZVPD basis", "multiplicity": 1, "lumo_energy_ha": 0.0125, "e_above_lowest_kj_mol": 6.3, "smiles": "C=P(Cl)(Cl)Oc1ccccc1", "energy_ha": -1607.8989, "max_force_ev_per_a": 3.1, "molar_mass_g_mol": 209.0, "species": ["C", "P", "Cl", "Cl", "O", "C", "C", "C", "C", "C", "C", "H", "H", "H", "H", "H", "H", "H"], "coordinates": [[2.0407, -1.4970, -1.6116], [2.4449, -0.4058, -0.3781], [2.6401, -1.0608, 1.5096], [3.9796, 0.9831, -0.2086], [1.3112, 0.8274, -0.3682], [-0.0182, 0.5605, 0.0032], [-0.6329, -0.6966, -0.0087], [-1.9319, -0.7550, 0.4430], [-2.5987, 0.3382, 0.9589], [-2.0811, 1.5677, 0.7814], [-0.7744, 1.6880, 0.3640], [2.5165, -2.4598, -1.5063], [2.1341, -1.0679, -2.6668], [-0.0675, -1.6333, -0.3794], [-2.3719, -1.6794, 0.4512], [-3.6515, 0.3413, 1.3360], [-2.7736, 2.3173, 1.1166], [-0.1654, 2.6320, 0.1638]], "atomic_forces_ev_per_a": [[1.33, 1.20, -0.02], [-1.42, 1.80, -1.00], [-0.54, -0.65, -0.40], [0.14, -0.23, -0.58], [0.53, -1.69, 0.34], [-0.83, 0.08, 0.07], [1.62, -0.87, -0.66], [0.66, 0.80, 0.65], [-2.10, -1.17, -0.47], [0.54, 1.08, 0.76], [2.52, 1.28, -1.27], [0.09, -0.27, 0.06], [-0.38, -0.38, 1.64], [-1.22, 1.82, 0.68], [-1.18, -2.20, 0.08], [1.07, -0.71, -0.35], [0.57, 1.07, -0.22], [-1.40, -0.97, 0.67]], "nbo_charge": [-1.141, 1.608, -0.195, -0.277, -0.775, 0.282, -0.284, -0.196, -0.216, -0.210, -0.251, 0.246, 0.271, 0.260, 0.209, 0.214, 0.222, 0.233]}

{"formula": "C7H7Cl3F2O6", "method": "the ωB97M-V functional and the def2-TZVPD basis", "multiplicity": 1, "lumo_energy_ha": 0.0139, "smiles": "O=C1OC[C@@H](F)O1.O=C1OC[C@@H](F)O1.ClC(Cl)Cl", "energy_ha": -2302.6952, "max_force_ev_per_a": 3.3, "molar_mass_g_mol": 331.5, "species": ["O", "C", "O", "C", "C", "F", "O", "H", "H", "H", "O", "C", "O", "C", "C", "F", "O", "H", "H", "H", "Cl", "C", "Cl", "Cl", "H"], "coordinates": [[-10.6324, 2.8187, 5.7935], [-11.5913, 3.3019, 5.3444], [-12.6524, 2.7548, 4.7822], [-13.4957, 3.7533, 4.2695], [-13.0146, 5.0710, 4.8678], [-13.8308, 5.3221, 5.9258], [-11.7570, 4.7205, 5.3201], [-13.3734, 3.6758, 3.1325], [-14.5344, 3.4706, 4.4891], [-13.0244, 5.8761, 4.1537], [-11.7579, 5.4377, 2.3199], [-10.7763, 5.0473, 1.7807], [-9.5159, 4.8170, 2.2390], [-8.6295, 4.6028, 1.1533], [-9.5814, 4.3236, 0.0402], [-9.6618, 2.9182, 0.0850], [-10.8055, 4.8312, 0.4082], [-7.9200, 5.3959, 1.0185], [-8.1336, 3.7046, 1.3818], [-9.4292, 4.7011, -0.9664], [-6.2045, 3.0360, 5.4519], [-7.5769, 4.2506, 5.2333], [-6.8519, 5.3087, 3.9619], [-7.9284, 5.0350, 6.7306], [-8.4262, 3.6634, 4.9024]], "atomic_forces_ev_per_a": [[1.38, -1.16, 0.51], [-1.31, 3.00, -0.43], [0.47, -0.91, 0.61], [-0.99, -0.51, -2.97], [-0.40, -2.09, -0.40], [-0.23, 0.75, 0.68], [0.68, -0.54, 0.18], [-0.22, 0.59, 1.52], [0.36, 0.42, 0.22], [0.25, 0.47, 0.20], [0.71, -0.30, 0.75], [0.14, 0.29, -1.38], [-1.64, 0.90, 0.71], [-0.30, 0.41, 0.15], [-0.38, -1.12, -0.65], [-0.37, 0.43, -0.95], [0.21, 0.12, 1.12], [0.05, 0.69, 0.04], [0.99, -0.97, 0.11], [0.61, -0.49, -0.10], [-0.87, 0.12, 0.33], [2.00, -0.94, -0.38], [-0.97, 0.17, 0.45], [-0.09, 0.29, -0.09], [-0.08, 0.39, -0.25]], "nbo_charge": [-0.564, 0.988, -0.473, -0.129, 0.426, -0.349, -0.514, 0.205, 0.215, 0.194, -0.581, 0.988, -0.475, -0.122, 0.416, -0.365, -0.485, 0.208, 0.228, 0.187, -0.050, -0.248, -0.022, 0.072, 0.250]}

{"formula": "C7H7ClNO3S2", "method": "the ωB97M-V functional and the def2-TZVPD basis", "multiplicity": 3, "lumo_energy_ha": [-0.2128, -0.3341], "charge": 1, "s_squared": 2.0257, "e_above_lowest_kj_mol": 141.2, "energy_ha": -1807.4507, "max_force_ev_per_a": 6.5, "molar_mass_g_mol": 252.7, "species": ["C", "C", "C", "C", "C", "C", "C", "N", "O", "O", "O", "S", "S", "Cl", "H", "H", "H", "H", "H", "H", "H"], "coordinates": [[-1.1488, -1.2098, -2.2408], [-1.8145, -0.7116, -3.3622], [-1.4705, -0.4427, -1.1175], [-2.3677, 0.4932, -3.1304], [1.2089, -0.9862, 3.1170], [1.1652, 0.8256, 1.3511], [2.2334, 1.9127, 1.4976], [1.1139, -0.0264, 2.3219], [0.4140, 0.6490, 0.3001], [0.3166, -1.8174, 0.1431], [-1.3053, -0.7011, 1.6061], [-2.4033, 0.9184, -1.4487], [-0.6103, -0.7880, 0.3682], [-3.1898, 1.4344, -4.2775], [-0.6206, -2.1551, -2.3697], [-1.6467, -0.8864, -4.3821], [0.3218, -1.3537, 3.8047], [2.1167, -1.6494, 3.1312], [2.5998, 2.3055, 0.5281], [1.9227, 2.6989, 2.2117], [3.1644, 1.4901, 1.9481]], "atomic_forces_ev_per_a": [[-1.35, -1.13, -2.64], [2.33, -0.59, 0.37], [0.38, 0.28, 0.30], [-2.60, 2.28, 0.00], [-0.47, -3.39, 3.13], [3.55, -1.39, 5.24], [0.76, -0.02, -0.82], [-0.51, 2.36, -2.82], [-4.14, -0.51, -3.26], [-0.12, -1.41, -1.11], [-1.42, -0.07, -1.69], [0.04, 0.64, 0.89], [3.16, 2.75, 3.69], [0.69, -0.49, 0.85], [0.28, 0.40, 0.90], [0.18, -1.38, -1.19], [1.57, 0.76, -1.67], [-0.62, 1.03, 0.31], [-0.63, 0.22, 0.50], [-0.09, -0.20, -0.73], [-0.99, -0.13, -0.24]], "nbo_charge": [-0.101, -0.253, -0.401, -0.097, -0.159, 0.494, -0.675, -0.448, -0.668, -0.843, -0.810, 0.678, 2.325, 0.284, 0.304, 0.272, 0.186, 0.188, 0.229, 0.244, 0.251]}

{"formula": "C7H7F3N2", "method": "the ωB97M-V functional and the def2-TZVPD basis", "multiplicity": 1, "lumo_energy_ha": 0.0315, "e_above_lowest_kj_mol": 0.0, "smiles": "NNc1ccccc1C(F)(F)F", "energy_ha": -680.0460, "max_force_ev_per_a": 1.0, "molar_mass_g_mol": 176.1, "species": ["N", "N", "C", "C", "C", "C", "C", "C", "C", "F", "F", "F", "H", "H", "H", "H", "H", "H", "H"], "coordinates": [[-1.1112, 2.6543, -0.0346], [-0.0384, 1.7467, 0.0996], [-0.2845, 0.3891, 0.1125], [-1.5975, -0.1178, 0.0872], [-1.7952, -1.4841, 0.0474], [-0.7332, -2.3996, -0.0026], [0.5456, -1.8972, 0.0123], [0.7823, -0.5305, 0.0522], [2.1966, -0.0373, 0.0351], [2.3869, 0.8990, -0.9241], [3.0901, -0.9989, -0.1794], [2.5236, 0.5905, 1.1964], [-1.0644, 3.3236, 0.7522], [-1.0334, 3.1380, -0.9378], [0.8327, 2.0730, -0.2673], [-2.3902, 0.6091, 0.0632], [-2.7986, -1.8948, 0.0005], [-0.9112, -3.4717, -0.1040], [1.4001, -2.5912, -0.0088]], "atomic_forces_ev_per_a": [[0.22, 0.33, 0.25], [-0.36, 0.35, 0.30], [-0.12, -0.26, -0.74], [0.72, 0.01, 0.17], [-0.04, -0.61, -0.21], [-0.58, 0.22, -0.03], [0.75, -0.52, 0.01], [0.06, 0.13, 0.16], [-0.47, 0.31, 0.48], [0.23, 0.10, -0.39], [0.19, -0.08, 0.07], [0.11, -0.27, -0.14], [-0.05, -0.43, -0.88], [-0.15, -0.15, 0.66], [0.27, -0.11, 0.04], [-0.27, -0.11, 0.08], [-0.04, 0.23, 0.05], [0.01, 0.39, 0.18], [-0.46, 0.48, -0.07]], "nbo_charge": [-0.662, -0.472, 0.291, -0.305, -0.160, -0.272, -0.146, -0.263, 0.979, -0.343, -0.312, -0.333, 0.361, 0.354, 0.382, 0.241, 0.213, 0.219, 0.228]}